Record 1
ORCA calculation (ωB97M-V/def2-TZVPD) on a molecular structure, C28H17F12GaN4.

Atoms and positions in Å:
Ga 0.119 0.064 -0.230
C 0.520 -1.618 2.330
N 0.084 -0.239 2.059
C 1.055 0.710 2.584
C 2.315 0.599 1.732
N 1.925 0.533 0.329
C 2.932 0.411 -0.629
C 3.989 -0.500 -0.581
F 4.079 -1.375 0.433
C 4.936 -0.602 -1.585
F 5.906 -1.514 -1.491
C 4.858 0.198 -2.703
F 5.758 0.085 -3.680
C 3.828 1.113 -2.799
F 3.742 1.908 -3.865
C 2.911 1.221 -1.776
F 1.970 2.163 -1.888
C -1.299 -0.061 2.473
C -2.243 -0.701 1.404
N -1.485 -1.032 0.209
C -1.771 -2.177 -0.483
C -0.739 -2.941 -1.058
F 0.541 -2.568 -0.826
C -0.939 -4.071 -1.815
F 0.100 -4.727 -2.330
C -2.223 -4.536 -2.015
F -2.448 -5.625 -2.755
C -3.272 -3.845 -1.445
F -4.520 -4.271 -1.646
C -3.051 -2.699 -0.705
F -4.127 -2.039 -0.243
H 0.706 -1.752 3.403
H 1.430 -1.848 1.779
H -0.249 -2.317 2.010
H 1.287 0.522 3.639
H 0.646 1.717 2.503
H 2.907 -0.256 2.060
H 2.921 1.494 1.904
H -1.500 1.005 2.562
H -1.475 -0.506 3.458
H -3.053 0.004 1.193
H -2.707 -1.593 1.825
F 0.909 -1.536 -5.368
C 0.311 -0.716 -4.491
C 0.567 -0.867 -3.141
C -0.054 -0.026 -2.230
C -0.937 0.966 -2.691
C -1.136 1.087 -4.062
F -1.931 2.059 -4.562
C -0.529 0.261 -4.981
C -1.533 1.885 -1.694
C -2.593 2.756 -1.948
C -3.005 3.638 -0.969
C -2.351 3.660 0.256
C -1.355 2.735 0.464
N -0.979 1.850 -0.464
H 1.263 -1.638 -2.829
H -0.688 0.393 -6.043
H -3.082 2.741 -2.907
H -3.829 4.313 -1.162
H -2.614 4.369 1.029
H -0.825 2.696 1.405

The strongest force on any atom is 0.52 eV/A. The energy is -4419.37959 Eh. For the energy above the lowest of the compared OMol25 structures with the same formula, charge and spin, the calculation gives 16.14 kcal per mole. For the HOMO energy, the calculation gives -7.833 eV.

***

Record 2
ORCA calculation (ωB97M-V/def2-TZVPD) on a molecular structure, C28H18AsNO7PtS.

Atoms and positions in Å:
Pt -1.696 1.237 0.147
O -4.575 4.109 2.336
C -3.715 3.281 2.227
O -3.496 2.162 1.806
C -2.006 4.042 3.138
O -2.380 4.572 4.148
O -1.103 3.841 2.379
O -2.750 0.242 4.215
C -2.020 -0.844 4.489
C -2.234 -1.438 5.739
C -1.531 -2.566 6.113
C -0.589 -3.133 5.255
C -0.368 -2.532 4.026
C -1.063 -1.394 3.622
C -0.747 -0.820 2.266
O 0.255 -1.212 1.662
O -1.614 0.008 1.828
H -2.570 0.534 3.290
H -2.967 -0.984 6.394
H -1.718 -3.009 7.085
H -0.037 -4.019 5.541
H 0.369 -2.922 3.336
C 5.270 -0.374 -0.308
C 4.813 0.426 -1.344
C 3.449 0.661 -1.501
C 2.529 0.095 -0.624
C 2.993 -0.700 0.427
C 4.355 -0.935 0.575
As 0.584 0.420 -0.814
C 0.089 -1.238 -1.756
C -0.093 -2.500 -1.208
C -0.464 -3.556 -2.033
C -0.656 -3.352 -3.395
C -0.469 -2.090 -3.940
C -0.088 -1.030 -3.123
C 0.168 0.352 -3.587
C -0.002 0.813 -4.891
C 0.245 2.144 -5.187
C 0.655 3.022 -4.188
C 0.820 2.566 -2.888
C 0.586 1.230 -2.594
H 6.332 -0.558 -0.187
H 5.514 0.874 -2.039
H 3.109 1.279 -2.321
H 2.292 -1.124 1.131
H 4.700 -1.557 1.393
H 0.039 -2.646 -0.145
H -0.613 -4.541 -1.608
H -0.954 -4.175 -4.034
H -0.621 -1.931 -5.002
H -0.355 0.144 -5.667
H 0.075 2.511 -6.192
H 0.796 4.071 -4.415
H 1.085 3.263 -2.102
S -2.926 3.909 -3.693
C -2.500 2.999 -2.355
N -2.203 2.372 -1.427

The strongest force on any atom is 1.04 eV/A. The expectation value of S² is 2.011. As for the net charge: -2. As for the multiplicity: 3. The energy is -4412.64678 Eh. For the energy above the lowest of the compared OMol25 structures with the same formula, charge and spin, the calculation gives 0.00 kcal per mole. For the HOMO energy (spin up / spin down), the calculation gives -1.200 / -2.368 eV.

***

Record 3
ORCA calculation (ωB97M-V/def2-TZVPD) on a molecular structure, C28H18N3O10S3SeTc.

Atoms and positions in Å:
Tc 1.436 -0.103 0.788
S 0.512 -0.811 5.332
C 0.968 -0.683 3.740
S 2.572 -0.611 3.183
S -0.222 -0.603 2.454
O 2.264 -3.721 1.388
C 1.529 -3.147 0.623
O 1.597 -1.894 0.283
C 0.446 -3.947 -0.069
C 0.483 -4.083 -1.446
C -0.403 -4.961 -2.062
C -1.354 -5.653 -1.339
C -1.395 -5.469 0.030
C -0.492 -4.637 0.681
N -2.392 -6.196 0.797
O -2.491 -5.955 1.983
O -3.087 -7.012 0.212
N -0.343 -5.152 -3.498
O 0.542 -4.590 -4.113
O -1.202 -5.837 -4.027
H 1.197 -3.534 -2.043
H -2.045 -6.317 -1.831
H -0.520 -4.541 1.758
O 5.008 2.229 -1.281
Se 3.471 1.842 -1.171
O 2.885 3.065 0.021
O 3.245 0.355 -0.551
O 2.632 2.102 -2.501
N 1.478 1.568 1.061
C 1.590 2.882 0.601
C 0.459 3.089 -0.424
C 0.128 4.404 -0.738
C -0.908 4.698 -1.603
C -1.631 3.653 -2.158
C -1.285 2.347 -1.870
C -0.222 2.014 -1.016
C 1.456 3.835 1.785
C 0.559 3.501 2.795
C 0.444 4.313 3.911
C 1.212 5.466 4.016
C 2.103 5.797 3.006
C 2.232 4.979 1.891
H 0.706 5.207 -0.299
H -1.153 5.728 -1.834
H -2.455 3.860 -2.832
H -1.839 1.543 -2.338
H 0.867 0.414 -1.787
H -0.021 2.588 2.715
H -0.231 4.029 4.708
H 1.136 6.093 4.897
H 2.713 6.689 3.095
H 2.947 5.207 1.111
C 0.174 0.546 -0.949
C -0.994 -0.360 -1.142
C -2.054 -0.378 -0.228
C -3.136 -1.224 -0.399
C -3.219 -2.041 -1.521
C -2.205 -1.996 -2.466
C -1.100 -1.178 -2.270
H -2.012 0.274 0.636
H -3.921 -1.241 0.348
H -4.069 -2.700 -1.662
H -2.282 -2.598 -3.366
H -0.312 -1.145 -3.016

The strongest force on any atom is 5.71 eV/A. As for the net charge: -2. The energy is -5671.15101 Eh. For the energy above the lowest of the compared OMol25 structures with the same formula, charge and spin, the calculation gives 0.00 kcal per mole. For the HOMO energy, the calculation gives -2.191 eV.